# C22H28ClF12NO13S

A 5-piece molecular cluster, C22H28ClF12NO13S overall (ωB97M-V/def2-TZVPD, OMol25).

Computed properties:
Structure (SMILES): CC[C@@H](Cl)[C@]1(N=C=O)COS(=O)(=O)O1.CCOC(=O)C(F)(F)F.CCOC(=O)C(F)(F)F.CCOC(=O)C(F)(F)F.CCOC(=O)C(F)(F)F
Calculated total energy: -3944.6551 Ha

ORCA input file:
```
! RIJCOSX wB97M-V def2-TZVPD def2/J DEFGRID3
* xyz 0 1
C -2.520 2.512 -5.075
C -1.470 2.587 -3.827
C -1.917 3.601 -2.653
Cl -3.754 3.931 -2.758
C -1.687 2.985 -1.157
N -1.957 4.186 -0.253
C -2.992 3.913 0.540
O -4.200 3.768 0.875
C -0.190 2.581 -0.709
O -0.229 1.202 -0.181
S -1.702 0.540 -0.718
O -1.551 -0.516 -1.803
O -2.337 0.019 0.569
O -2.674 1.894 -1.126
H -3.348 1.729 -4.922
H -1.885 2.124 -5.974
H -2.908 3.546 -5.404
H -1.331 1.494 -3.476
H -0.480 2.984 -4.296
H -1.339 4.600 -2.797
H 0.220 3.196 0.177
H 0.578 2.632 -1.567
C 5.680 4.631 2.020
C 4.532 5.479 1.506
O 4.489 5.452 0.070
C 3.869 4.383 -0.479
O 3.374 3.486 0.161
C 3.847 4.501 -2.001
F 5.035 4.896 -2.509
F 2.931 5.404 -2.423
F 3.542 3.336 -2.610
H 6.623 4.946 1.566
H 5.764 4.714 3.105
H 5.538 3.579 1.762
H 4.687 6.521 1.798
H 3.575 5.164 1.932
C -0.570 2.215 4.225
C 0.722 1.421 4.238
O 1.856 2.302 4.290
C 2.197 2.761 5.517
O 1.613 2.478 6.534
C 3.442 3.641 5.429
F 3.390 4.513 4.394
F 4.567 2.910 5.253
F 3.641 4.382 6.537
H -0.566 2.942 3.407
H -1.429 1.551 4.104
H -0.695 2.779 5.152
H 0.810 0.848 3.312
H 0.747 0.704 5.063
C -0.795 -3.342 0.279
C -1.748 -2.942 1.388
O -2.475 -4.086 1.866
C -1.837 -4.858 2.775
O -0.723 -4.640 3.188
C -2.739 -6.003 3.230
F -3.379 -6.601 2.199
F -3.702 -5.579 4.082
F -2.063 -6.977 3.873
H -1.332 -3.862 -0.520
H -0.300 -2.464 -0.141
H -0.028 -4.029 0.647
H -2.486 -2.238 0.999
H -1.225 -2.440 2.208
C -1.864 -8.639 -2.515
C -2.573 -7.436 -3.105
O -1.644 -6.366 -3.337
C -0.933 -6.434 -4.487
O -1.037 -7.323 -5.296
C -0.027 -5.213 -4.626
F 0.617 -4.910 -3.476
F -0.721 -4.105 -4.976
F 0.929 -5.374 -5.563
H -1.316 -8.357 -1.612
H -2.580 -9.424 -2.264
H -1.133 -9.048 -3.216
H -3.315 -7.062 -2.395
H -3.109 -7.694 -4.024
*
```

---

# C22H28F6HfN3O7PS5

C22H28F6HfN3O7PS5 as an isolated structure (ωB97M-V/def2-TZVPD, OMol25).

Computed properties:
Energy above the lowest of the compared OMol25 structures with the same formula, charge and spin: 36.8 kJ/mol
Calculated total energy: -4525.3277 Ha

ORCA input file:
```
! RIJCOSX wB97M-V def2-TZVPD def2/J DEFGRID3
* xyz 2 1
Hf -0.435 -0.845 0.138
F -4.282 -4.483 2.122
C -3.456 -3.467 2.227
F -3.915 -2.553 3.061
F -2.259 -3.868 2.602
S -3.336 -2.660 0.567
O -2.344 -1.560 0.817
O -4.619 -2.274 0.122
N -2.618 -3.772 -0.341
S -1.238 -3.315 -0.863
O -1.281 -2.049 -1.653
O -0.197 -3.087 0.171
C -0.706 -4.676 -2.005
F -1.590 -4.757 -2.969
F 0.474 -4.317 -2.477
F -0.622 -5.789 -1.324
C 4.640 -1.365 0.257
C 4.245 -1.258 1.709
C 4.991 -0.183 2.460
O 2.770 -1.092 1.713
P 1.727 -0.058 2.195
S 0.055 -1.107 2.611
S 1.187 1.203 0.723
O 2.347 0.644 3.426
C 1.723 1.453 4.511
C 2.875 2.131 5.203
C 0.688 2.408 3.970
H 5.683 -1.679 0.195
H 4.542 -0.403 -0.250
H 4.034 -2.115 -0.255
H 4.370 -2.218 2.206
H 4.830 0.804 2.022
H 6.053 -0.416 2.379
H 4.733 -0.151 3.515
H 1.264 0.711 5.164
H 3.365 2.835 4.529
H 3.607 1.404 5.553
H 2.502 2.681 6.067
H 1.136 3.115 3.270
H 0.283 2.971 4.811
H -0.142 1.888 3.487
C 1.944 -1.430 -3.573
S 2.040 -0.363 -2.159
O 1.149 -1.115 -1.130
C 1.131 1.021 -2.739
C 1.785 2.243 -2.678
C 1.121 3.373 -3.135
C -0.179 3.266 -3.612
C -0.828 2.032 -3.648
C -0.168 0.894 -3.222
H 0.901 -1.669 -3.775
H 2.522 -2.326 -3.354
H 2.389 -0.880 -4.401
H 2.789 2.314 -2.276
H 1.616 4.334 -3.109
H -0.695 4.151 -3.963
H -1.843 1.956 -4.019
H -0.666 -0.070 -3.269
N -2.935 2.760 0.207
C -1.874 2.002 0.463
N -1.856 0.893 -0.266
C -3.030 0.948 -1.058
C -3.540 0.081 -2.023
C -4.718 0.441 -2.644
C -5.387 1.636 -2.331
C -4.888 2.505 -1.384
C -3.703 2.124 -0.767
H -3.137 3.639 0.657
H -1.123 2.269 1.188
H -3.053 -0.847 -2.285
H -5.143 -0.219 -3.389
H -6.312 1.876 -2.838
H -5.394 3.427 -1.132
*
```

---

# C22H28FNO7Ti

C22H28FNO7Ti as an isolated structure (ωB97M-V/def2-TZVPD, OMol25).

Computed properties:
Energy above the lowest of the compared OMol25 structures with the same formula, charge and spin: 88.0 kJ/mol
<S²>: 2.0334
Calculated total energy: -2386.0132 Ha

ORCA input file:
```
! RIJCOSX wB97M-V def2-TZVPD def2/J DEFGRID3
* xyz 0 3
Ti 1.820 -0.650 0.346
C 3.523 -3.870 -0.784
C 3.889 -2.684 0.089
C 5.333 -2.749 0.566
O 3.692 -1.425 -0.623
C 2.944 -2.629 1.324
O 2.495 -3.645 1.799
O 2.737 -1.414 1.768
H 4.234 -3.993 -1.604
H 2.513 -3.746 -1.179
H 3.527 -4.769 -0.174
H 6.013 -2.719 -0.285
H 5.493 -3.676 1.116
H 5.554 -1.908 1.225
H 3.544 -1.648 -1.547
C -5.418 -0.970 0.886
C -4.917 -0.558 -0.499
C -5.666 0.644 -1.073
C -5.497 1.860 -0.165
C -4.076 2.004 0.326
C -3.695 3.185 0.980
C -2.403 3.325 1.430
F -2.056 4.464 2.067
C -1.444 2.352 1.242
C -1.800 1.166 0.583
C -0.843 0.139 0.341
O 0.378 0.241 0.879
C -1.227 -0.964 -0.483
C -2.546 -1.126 -0.809
N -3.498 -0.226 -0.436
C -3.139 0.992 0.151
C -0.262 -1.965 -1.021
O -0.625 -2.944 -1.635
O 1.026 -1.676 -0.867
H -6.483 -1.205 0.857
H -5.251 -0.176 1.613
H -4.877 -1.854 1.225
H -5.025 -1.404 -1.179
H -6.720 0.398 -1.206
H -5.247 0.867 -2.057
H -6.175 1.797 0.691
H -5.770 2.765 -0.712
H -4.414 3.981 1.130
H -0.437 2.483 1.612
H -2.861 -1.984 -1.386
C 1.570 1.378 -2.282
C 2.356 2.062 -1.181
O 2.684 1.102 -0.165
C 3.084 1.656 1.107
C 4.593 1.770 1.189
H 1.346 2.091 -3.073
H 0.631 0.992 -1.883
H 2.141 0.551 -2.707
H 1.756 2.857 -0.731
H 3.283 2.492 -1.567
H 2.720 0.963 1.874
H 2.592 2.618 1.254
H 5.044 0.804 0.964
H 4.885 2.070 2.195
H 4.972 2.510 0.484
*
```

---

# C22H28FO7

A 2-piece molecular cluster, C22H28FO7 overall (ωB97M-V/def2-TZVPD, OMol25).

Computed properties:
Calculated total energy: -1481.5416 Ha

ORCA input file:
```
! RIJCOSX wB97M-V def2-TZVPD def2/J DEFGRID3
* xyz -1 1
C 4.294 -1.983 -1.223
C 4.449 -0.906 -2.383
O 4.373 0.449 -1.912
C 3.095 0.983 -2.013
O 2.362 0.869 -2.968
C 2.577 1.852 -0.800
C 1.145 1.418 -0.318
C 1.173 0.154 0.622
C -0.176 -0.636 0.660
C -1.381 -0.021 0.795
F -1.532 1.336 0.940
C -2.718 -0.839 0.780
O -3.683 -0.566 1.446
C -2.695 -2.057 -0.213
C -3.878 -2.440 -0.970
O -5.048 -1.675 -0.831
C -5.051 -0.769 -1.987
C -5.398 0.715 -1.614
C -4.136 1.566 -1.166
O -5.866 1.338 -2.844
C -3.776 -3.609 -1.845
C -2.496 -4.327 -1.934
C -1.298 -3.913 -1.187
C -1.395 -2.760 -0.310
C -0.189 -2.200 0.531
O 0.622 -2.917 1.053
H 5.307 -2.428 -1.031
H 3.884 -1.523 -0.290
H 3.566 -2.756 -1.595
H 5.486 -1.044 -2.806
H 3.747 -1.154 -3.215
H 2.458 2.893 -1.224
H 3.318 1.943 0.033
H 0.745 2.269 0.304
H 0.442 1.324 -1.188
H 1.954 -0.542 0.195
H 1.484 0.411 1.679
H -4.003 -0.757 -2.411
H -5.701 -1.195 -2.795
H -6.161 0.829 -0.804
H -3.271 1.437 -1.874
H -3.865 1.433 -0.093
H -4.463 2.643 -1.270
H -5.053 1.497 -3.355
H -4.661 -3.954 -2.421
H -2.491 -5.217 -2.600
H -0.336 -4.474 -1.283
C 3.609 3.833 4.227
C 2.644 2.686 3.865
C 2.927 1.488 4.796
O 2.891 2.306 2.594
H 4.657 3.540 4.109
H 3.430 4.713 3.603
H 3.471 4.141 5.275
H 1.627 3.047 4.135
H 3.954 1.124 4.695
H 2.249 0.655 4.586
H 2.781 1.772 5.850
*
```

---

| no. | strongest force on any atom (eV/A) |
| --- | --- |
| 1 | 8.274 |
| 2 | 1.489 |
| 3 | 3.350 |
| 4 | 2.384 |